[1]
A molecular structure, C23H49N3OP4Sc at a distorted geometry. Source: the OMol25 dataset; level of theory: the ωB97M-V functional and the def2-TZVPD basis.

Structure (XYZ):
```
81
Properties=species:S:1:pos:R:3
H -1.9938 2.8413 1.8579
P -1.2115 -1.2495 1.6592
C -1.4555 -1.8666 -4.2347
C -1.0904 3.0317 1.2686
H -0.2124 2.8313 1.8931
H -0.4551 -1.7460 -4.6639
H 2.9589 2.4294 -2.0171
P -1.7246 -0.5823 -2.9480
H 2.9629 -0.8566 1.5389
H -0.4458 1.2136 -3.9900
H 0.4701 -3.4930 0.1165
H 1.2837 2.9208 3.4402
H 3.4972 0.0829 2.9609
H -1.7654 0.7224 -5.0647
C 2.5097 2.7638 1.0853
H -0.8201 0.2021 3.6275
H -2.0949 1.7654 -3.6526
C 5.7051 -0.7587 -1.8198
H -4.5685 -1.6138 3.9824
P 1.7414 1.2204 1.7437
C -1.9759 -2.0634 4.5178
C -3.5323 -0.6248 -2.6968
C 1.6280 1.8787 3.4662
H -0.5476 -3.6064 1.8724
H 4.0582 0.5339 1.3079
H 2.6169 1.8375 3.9408
C -2.8956 -1.8021 1.0571
H -3.7302 -3.8908 3.5727
H -3.1156 3.4382 -0.3142
H 6.5165 1.4287 -4.3032
C -0.0129 -3.0423 -0.7580
H -3.4427 -0.9701 0.5949
C 3.2192 0.1485 1.9018
Sc -0.5516 -0.8941 -0.7080
N -1.7646 -3.1421 3.5375
H -1.0835 4.0920 0.9834
H 3.5515 2.8708 1.4183
C -0.7059 -2.7853 2.5895
H -0.9927 -1.7710 4.9204
N -2.6173 -0.8541 3.9221
H 6.1646 -1.5639 -1.2089
H 0.6591 3.4314 -1.2103
C -2.9007 2.4103 -0.6443
C 4.5849 1.2675 -3.4186
H -2.7767 -2.6056 0.3193
H -2.2089 0.7677 2.6574
H -0.8854 4.3066 -1.0526
H 3.6948 -1.0419 -1.0357
N -3.6693 -2.3004 2.2055
C 4.3655 -0.4023 -1.6457
H -0.6551 3.1695 -2.4081
H -1.4938 -2.8529 -3.7631
H -2.8086 -4.2077 2.0340
H 1.6079 -1.6140 -1.1896
C -3.0283 -3.4778 2.8306
H -3.8578 0.1886 -2.0384
C -1.7020 -0.1248 3.0564
C 3.9399 0.7887 -2.2669
C -3.8632 -1.2249 3.2284
C -1.5048 0.9143 -4.0101
H -2.1971 -1.8324 -5.0494
C -0.4238 3.3504 -1.3564
P -1.1318 2.0400 -0.2867
H 0.8215 -2.3236 -2.6931
H 7.5715 -0.2493 -2.7710
O 3.0720 1.5957 -1.5855
H 2.5040 2.6795 -0.0045
C 6.4990 -0.0552 -2.7307
H -2.6353 -2.4406 5.3137
C 5.9100 0.9139 -3.5664
H 0.2259 -2.5957 3.1438
H 1.9320 3.6544 1.3646
H -3.7937 -1.5710 -2.2071
H -3.1127 2.3288 -1.7152
H -3.5430 1.7184 -0.0858
H 4.0625 1.9247 -4.1189
H 0.9182 1.2833 4.0510
H -4.0449 -0.5599 -3.6638
H -0.7145 -3.7594 -1.1823
H -4.2670 -0.3355 2.7217
C 0.7723 -2.2357 -1.6234
```

As for the HOMO energy (spin up / spin down): -0.5710 / -0.5720 hartree. For the LUMO energy (spin up / spin down), the calculation gives -11.989 / -9.760 eV. For the total energy, the calculation gives -3270.3326 Ha. As for the energy relative to the best compared isomer or geometry (same formula, charge and spin): 0.0 kcal/mol. As for the HOMO-LUMO gap (spin up / spin down): 3.5 / 5.8 eV. As for the total charge: +3.



[2]
A molecular structure, C20H27FN10O11P2Ti at a distorted geometry. Source: the OMol25 dataset; level of theory: the ωB97M-V functional and the def2-TZVPD basis.

Structure (XYZ):
```
72
Properties=species:S:1:pos:R:3
O 2.6638 0.2087 0.7535
H -1.5847 -6.0189 -1.6730
O 0.5961 2.0117 -0.1151
N 3.3520 2.4703 3.1040
H -3.6477 -3.5696 -2.8231
H 2.5103 0.3423 -1.4246
C -2.5674 -3.4786 -2.7266
O 0.9068 3.7468 -3.6581
C -1.4352 -4.1407 -0.6353
C 1.9518 0.6636 -2.2957
C -2.2162 -0.7840 -1.4898
H -5.3319 1.4204 1.4535
C 0.5726 0.2288 -4.2550
N -2.1867 -3.2034 -1.3286
H 0.2738 -3.9892 0.7121
C -3.5356 1.5608 -2.2129
H 3.3868 2.9742 3.9868
O 4.9014 1.3972 1.2253
H -4.0471 2.4667 -2.5110
C 1.5862 2.8154 -0.1130
H -4.3482 2.7196 1.6558
H 2.3879 3.9219 -1.7953
N 1.8251 2.0248 -2.4649
O 0.7675 1.6761 3.0303
H 4.2136 -0.5200 4.5486
H -2.0944 -4.3931 -3.0771
N -3.5234 1.0248 2.0222
H -2.8824 -5.6991 -0.5258
H -5.3406 0.4173 -1.9705
H 3.3931 2.5915 -1.2094
H -2.2237 -2.6620 -3.3573
O 0.1878 -1.2000 0.1891
H -0.0348 1.9969 -5.0902
H 2.5312 2.7939 2.5392
F 1.4822 -1.5365 -2.9345
C 3.3039 0.9661 3.3036
H 5.3167 0.7773 4.0930
N -4.6458 1.8423 2.0742
O 2.0139 3.4573 0.8495
C -2.2904 -0.5776 2.2205
C -1.4879 0.3598 -1.8020
H 4.1909 2.6546 2.5242
N -3.5498 -0.2223 2.4245
O 4.5035 -1.0312 1.9982
O 1.1305 -0.7670 3.0929
H 0.6505 0.6152 5.6481
H 4.0670 1.0538 5.3336
N -1.5583 0.4329 1.7267
N 0.5186 1.6137 -4.3376
C 1.0850 2.5586 -3.4907
P 1.5437 0.5558 3.6740
C 4.2907 0.5536 4.3897
C -2.1498 1.5263 -2.1427
H -1.5664 2.4136 -2.3532
H -0.4090 0.3437 -1.7661
C -0.4299 -3.5339 0.0372
C -4.2583 0.4127 -1.9119
C 2.3697 2.8989 -1.4314
H -4.1732 -1.6384 -1.2746
N -2.3694 1.4605 1.6060
C -3.6096 -0.7531 -1.5373
H -1.2712 -6.1360 0.0536
N -1.5458 -1.9729 -1.1330
C -1.8138 -5.5736 -0.7033
H 4.6987 -1.5793 1.2308
C 1.3816 -0.2116 -3.1295
O 1.5382 0.5986 5.2715
C -0.4930 -2.1407 -0.2544
Ti 0.5540 0.4138 1.1775
P 3.8780 0.3949 1.6202
H -1.8910 -1.5566 2.4227
O -0.0128 -0.4889 -5.0383
```

As for the HOMO energy (spin up / spin down): -0.1863 / -0.3116 hartree. For the LUMO energy (spin up / spin down), the calculation gives 0.321 / 0.302 eV. As for the spin multiplicity: 3. For the total energy, the calculation gives -3785.9362 Ha. As for the energy relative to the best compared isomer or geometry (same formula, charge and spin): 11.9 kcal/mol. As for the HOMO-LUMO gap (spin up / spin down): 5.4 / 8.8 eV. As for the total charge: 0.



[3]
2 unconnected molecules or ions with the total composition C9H16N2O2 at a distorted geometry. Source: the OMol25 dataset; level of theory: the ωB97M-V functional and the def2-TZVPD basis.

Structure (XYZ):
```
29
Properties=species:S:1:pos:R:3
H -1.7733 1.1638 -2.6155
H 1.2772 -1.5998 1.1633
C 0.9257 -2.9884 -0.1954
H 0.8751 -2.8229 2.0700
C -2.3798 -0.1544 2.5166
H -0.2551 0.0414 2.4456
H -2.5582 0.3385 3.4937
H 0.2474 -3.8181 -0.4952
C 0.3374 0.4304 -2.3040
H -3.2939 -0.9282 2.3768
C -1.0621 1.9938 -0.8714
H -0.8587 -1.3289 3.3094
H 2.2418 0.3945 -1.0798
H 1.9338 -3.4723 0.1949
H -2.3980 0.6358 1.6698
H -1.7428 -2.3847 1.5439
N 1.2946 0.8576 -1.2901
H -1.0127 -1.0461 0.4339
H -0.1989 2.5926 0.8727
C -0.8354 -1.6818 1.3759
O 0.5195 -0.3872 -3.1493
O 1.9249 1.4002 0.9363
C -0.9820 -0.7677 2.5131
N -0.0819 2.1196 0.0058
C -0.9467 1.1469 -1.9765
H -1.9029 2.6084 -0.7933
C 1.1207 1.5339 -0.0876
H 1.0868 -2.2526 -0.9508
C 0.5369 -2.3572 1.2051
```

Its SMILES is O=c1cc[nH]c(=O)[nH]1.CCCCC. As for the HOMO energy: -0.3514 hartree. For the LUMO energy, the calculation gives 0.266 eV. For the total energy, the calculation gives -612.4752 Ha. As for the energy relative to the best compared isomer or geometry (same formula, charge and spin): 69.4 kcal/mol. As for the HOMO-LUMO gap: 9.8 eV. As for the total charge: 0.



[4]
A molecular structure, C6H13LiO4 at a distorted geometry. Source: the OMol25 dataset; level of theory: the ωB97M-V functional and the def2-TZVPD basis.

Structure (XYZ):
```
24
Properties=species:S:1:pos:R:3
H -0.1920 1.3494 -3.5013
C -1.0634 -0.1968 0.4098
O -2.2041 -0.3914 0.9807
Li -1.5602 -0.6806 2.6959
H 0.2470 2.2715 -1.2401
C -0.8684 1.1042 -2.6694
O -0.0659 -0.1974 1.6531
H -1.7985 -2.7486 0.1848
O -0.6315 -1.1695 -0.4845
H -1.2312 0.0779 -2.8070
H 3.0048 1.1775 1.4800
H 1.7933 -0.8313 2.2178
O -0.9798 1.0304 -0.2310
H -0.4097 -3.1374 -0.8801
C 1.3284 -0.1827 1.4575
H 1.6458 1.6695 2.5282
C 1.9088 1.2179 1.5609
C -0.7532 -2.5059 -0.0530
H 1.5228 1.8684 0.7655
H 1.5526 -0.6325 0.4768
C -0.1288 1.2444 -1.3520
H 0.7345 0.5683 -1.3178
H -0.1270 -2.6985 0.8328
H -1.7243 1.7933 -2.7075
```

As for the HOMO energy: -0.3369 hartree. For the LUMO energy, the calculation gives -0.403 eV. For the total energy, the calculation gives -544.9300 Ha. As for the energy relative to the best compared isomer or geometry (same formula, charge and spin): 0.0 kcal/mol. As for the HOMO-LUMO gap: 8.8 eV. As for the total charge: 0.



[5]
2 unconnected molecules or ions with the total composition C4H10N2O2 at a distorted geometry. Source: the OMol25 dataset; level of theory: the ωB97M-V functional and the def2-TZVPD basis.

Structure (XYZ):
```
18
Properties=species:S:1:pos:R:3
C -1.5100 1.8439 -0.3389
O 0.5294 1.0786 -1.3136
H -0.4255 -0.5747 1.9107
O 2.0110 0.0628 2.1629
H -0.7343 -0.9043 -2.1877
C 0.2228 -1.2612 1.3731
H 1.9410 -0.8052 -0.6747
H 0.2048 -2.2326 1.8692
H -1.2167 1.6276 0.6840
C -0.6666 0.8898 -1.1530
H -2.5697 1.7179 -0.5346
N 2.3815 -1.0377 0.2078
H 3.2749 -0.5712 0.2940
H -0.2458 -1.4210 0.3997
N -1.2495 -0.2369 -1.6405
C 1.5972 -0.6531 1.2778
H -2.2512 -0.3485 -1.6606
H -1.2933 2.8257 -0.6756
```

Its SMILES is CC(N)=O.CC(N)=O. As for the HOMO energy: -0.3502 hartree. For the LUMO energy, the calculation gives 0.617 eV. For the total energy, the calculation gives -418.4402 Ha. As for the energy relative to the best compared isomer or geometry (same formula, charge and spin): 13.0 kcal/mol. As for the HOMO-LUMO gap: 10.1 eV. As for the total charge: 0.



What did the fifth record say?
2 unconnected molecules or ions with the total composition C4H10N2O2 at a distorted geometry. Source: the OMol25 dataset; level of theory: the ωB97M-V functional and the def2-TZVPD basis.

Structure (XYZ):
```
18
Properties=species:S:1:pos:R:3
C -1.5100 1.8439 -0.3389
O 0.5294 1.0786 -1.3136
H -0.4255 -0.5747 1.9107
O 2.0110 0.0628 2.1629
H -0.7343 -0.9043 -2.1877
C 0.2228 -1.2612 1.3731
H 1.9410 -0.8052 -0.6747
H 0.2048 -2.2326 1.8692
H -1.2167 1.6276 0.6840
C -0.6666 0.8898 -1.1530
H -2.5697 1.7179 -0.5346
N 2.3815 -1.0377 0.2078
H 3.2749 -0.5712 0.2940
H -0.2458 -1.4210 0.3997
N -1.2495 -0.2369 -1.6405
C 1.5972 -0.6531 1.2778
H -2.2512 -0.3485 -1.6606
H -1.2933 2.8257 -0.6756
```

Its SMILES is CC(N)=O.CC(N)=O. As for the HOMO energy: -0.3502 hartree. For the LUMO energy, the calculation gives 0.617 eV. For the total energy, the calculation gives -418.4402 Ha. As for the energy relative to the best compared isomer or geometry (same formula, charge and spin): 13.0 kcal/mol. As for the HOMO-LUMO gap: 10.1 eV. As for the total charge: 0.



Question: Which of these has the highest energy relative to the best compared isomer or geometry (same formula, charge and spin)?
Answer: C9H16N2O2



Question: Look up the total charge of the third one.
Answer: 0



Please write out number 2 again, unchanged.
A molecular structure, C20H27FN10O11P2Ti at a distorted geometry. Source: the OMol25 dataset; level of theory: the ωB97M-V functional and the def2-TZVPD basis.

Structure (XYZ):
```
72
Properties=species:S:1:pos:R:3
O 2.6638 0.2087 0.7535
H -1.5847 -6.0189 -1.6730
O 0.5961 2.0117 -0.1151
N 3.3520 2.4703 3.1040
H -3.6477 -3.5696 -2.8231
H 2.5103 0.3423 -1.4246
C -2.5674 -3.4786 -2.7266
O 0.9068 3.7468 -3.6581
C -1.4352 -4.1407 -0.6353
C 1.9518 0.6636 -2.2957
C -2.2162 -0.7840 -1.4898
H -5.3319 1.4204 1.4535
C 0.5726 0.2288 -4.2550
N -2.1867 -3.2034 -1.3286
H 0.2738 -3.9892 0.7121
C -3.5356 1.5608 -2.2129
H 3.3868 2.9742 3.9868
O 4.9014 1.3972 1.2253
H -4.0471 2.4667 -2.5110
C 1.5862 2.8154 -0.1130
H -4.3482 2.7196 1.6558
H 2.3879 3.9219 -1.7953
N 1.8251 2.0248 -2.4649
O 0.7675 1.6761 3.0303
H 4.2136 -0.5200 4.5486
H -2.0944 -4.3931 -3.0771
N -3.5234 1.0248 2.0222
H -2.8824 -5.6991 -0.5258
H -5.3406 0.4173 -1.9705
H 3.3931 2.5915 -1.2094
H -2.2237 -2.6620 -3.3573
O 0.1878 -1.2000 0.1891
H -0.0348 1.9969 -5.0902
H 2.5312 2.7939 2.5392
F 1.4822 -1.5365 -2.9345
C 3.3039 0.9661 3.3036
H 5.3167 0.7773 4.0930
N -4.6458 1.8423 2.0742
O 2.0139 3.4573 0.8495
C -2.2904 -0.5776 2.2205
C -1.4879 0.3598 -1.8020
H 4.1909 2.6546 2.5242
N -3.5498 -0.2223 2.4245
O 4.5035 -1.0312 1.9982
O 1.1305 -0.7670 3.0929
H 0.6505 0.6152 5.6481
H 4.0670 1.0538 5.3336
N -1.5583 0.4329 1.7267
N 0.5186 1.6137 -4.3376
C 1.0850 2.5586 -3.4907
P 1.5437 0.5558 3.6740
C 4.2907 0.5536 4.3897
C -2.1498 1.5263 -2.1427
H -1.5664 2.4136 -2.3532
H -0.4090 0.3437 -1.7661
C -0.4299 -3.5339 0.0372
C -4.2583 0.4127 -1.9119
C 2.3697 2.8989 -1.4314
H -4.1732 -1.6384 -1.2746
N -2.3694 1.4605 1.6060
C -3.6096 -0.7531 -1.5373
H -1.2712 -6.1360 0.0536
N -1.5458 -1.9729 -1.1330
C -1.8138 -5.5736 -0.7033
H 4.6987 -1.5793 1.2308
C 1.3816 -0.2116 -3.1295
O 1.5382 0.5986 5.2715
C -0.4930 -2.1407 -0.2544
Ti 0.5540 0.4138 1.1775
P 3.8780 0.3949 1.6202
H -1.8910 -1.5566 2.4227
O -0.0128 -0.4889 -5.0383
```

As for the HOMO energy (spin up / spin down): -0.1863 / -0.3116 hartree. For the LUMO energy (spin up / spin down), the calculation gives 0.321 / 0.302 eV. As for the spin multiplicity: 3. For the total energy, the calculation gives -3785.9362 Ha. As for the energy relative to the best compared isomer or geometry (same formula, charge and spin): 11.9 kcal/mol. As for the HOMO-LUMO gap (spin up / spin down): 5.4 / 8.8 eV. As for the total charge: 0.